one:
A single C3H4N2S2 molecule, computed with the ωB97M-V functional and the def2-TZVPD basis.

CARTESIAN COORDINATES (ANGSTROEM)
C -1.834 -0.117 1.004
N -1.222 0.290 -0.049
N -0.647 -0.670 -0.766
C 0.642 -0.684 -0.904
C 1.674 0.150 -0.220
S 2.940 -0.667 0.477
S 1.394 1.839 -0.058
H -1.940 -1.195 1.223
H -2.235 0.690 1.554
H 1.052 -1.417 -1.575
H 0.176 1.780 -0.686

Highest occupied orbital energy in eV: -9.0
SMILES: C=N/N=C\C(=S)S
Frontier orbital gap in eV: 8.006
Total charge: 0
Lowest unoccupied orbital energy in eV: -0.97

=====

two:
A single C3H4N2S2 molecule, computed with the ωB97M-V functional and the def2-TZVPD basis.

CARTESIAN COORDINATES (ANGSTROEM)
S 2.641 -0.350 -0.168
C 0.996 -0.191 -0.164
C 0.147 -1.377 0.182
S -1.610 -1.181 -0.288
N -1.960 0.480 -0.021
C -1.015 1.300 -0.059
N 0.350 0.980 -0.213
H 0.182 -1.629 1.253
H 0.513 -2.185 -0.437
H -1.255 2.387 0.142
H 1.010 1.764 -0.227

Highest occupied orbital energy in eV: -8.8
SMILES: S=C1CSN=CN1
Frontier orbital gap in eV: 8.500
Total charge: 0
Lowest unoccupied orbital energy in eV: -0.30

=====

three:
A single C3H4N2S2 molecule, computed with the ωB97M-V functional and the def2-TZVPD basis.

CARTESIAN COORDINATES (ANGSTROEM)
C 0.209 -1.114 1.726
N 0.866 -0.566 0.792
N 0.787 0.798 0.665
C 0.144 1.276 -0.317
C -0.686 0.614 -1.384
S -2.026 1.350 -1.914
S -0.117 -0.852 -2.130
H -0.499 -0.606 2.377
H 0.328 -2.137 1.844
H 0.132 2.399 -0.380
H 0.863 -1.164 -1.279

Highest occupied orbital energy in eV: -9.1
SMILES: C=N/N=C\C(=S)S
Frontier orbital gap in eV: 8.162
Total charge: 0
Lowest unoccupied orbital energy in eV: -0.94

=====

four:
A single C3H4N2S2 molecule, computed with the ωB97M-V functional and the def2-TZVPD basis.

CARTESIAN COORDINATES (ANGSTROEM)
C 1.155 -0.135 0.708
C 1.603 0.710 -0.267
C -1.133 0.196 0.404
N -0.040 -0.399 1.138
N -1.281 -0.616 -0.789
S 2.250 1.873 -1.060
S -0.044 -0.657 -1.939
H 1.979 -0.738 1.153
H -1.921 0.091 1.012
H -0.975 1.335 0.270
H -1.592 -1.661 -0.629

Highest occupied orbital energy (alpha / beta) in eV: -8.4 / -7.7
Frontier orbital gap (alpha / beta) in eV: 7.333 / 6.571
Total charge: 0
Lowest unoccupied orbital energy (alpha / beta) in eV: -1.05 / -1.17

=====

Which of them is least stable? Easy: four.